{"formula": "C26H22Cl2CoP2S2", "method": "ωB97M-V/def2-TZVPD", "symbols": ["Co", "S", "P", "C", "P", "S", "C", "C", "C", "C", "C", "C", "C", "C", "C", "C", "C", "C", "C", "C", "C", "C", "C", "C", "C", "C", "C", "C", "C", "C", "H", "H", "H", "H", "H", "H", "H", "H", "H", "H", "H", "H", "H", "H", "H", "H", "H", "H", "H", "H", "Cl", "C", "Cl", "H", "H"], "xyz": [[-0.247, 0.007, -0.136], [0.103, -0.180, -2.470], [1.932, -0.236, -1.605], [1.638, 0.509, -0.139], [1.874, 0.301, 1.499], [-0.001, 0.007, 2.205], [2.657, 1.745, 2.252], [2.790, 1.790, 3.639], [3.403, 2.870, 4.249], [3.891, 3.915, 3.466], [3.758, 3.873, 2.087], [3.135, 2.789, 1.474], [3.011, -1.023, 2.003], [2.553, -2.266, 2.426], [3.451, -3.288, 2.703], [4.814, -3.079, 2.553], [5.282, -1.840, 2.134], [4.385, -0.816, 1.867], [2.526, -1.957, -1.561], [3.510, -2.437, -2.422], [3.890, -3.774, -2.386], [3.288, -4.645, -1.492], [2.301, -4.177, -0.633], [1.925, -2.846, -0.672], [3.231, 0.644, -2.526], [2.941, 1.370, -3.671], [3.928, 2.140, -4.279], [5.202, 2.189, -3.737], [5.496, 1.468, -2.584], [4.514, 0.701, -1.979], [2.408, 0.975, 4.245], [3.500, 2.900, 5.326], [4.372, 4.761, 3.940], [4.136, 4.688, 1.483], [3.011, 2.745, 0.398], [1.487, -2.421, 2.546], [3.084, -4.251, 3.034], [5.513, -3.878, 2.766], [6.345, -1.667, 2.025], [4.759, 0.153, 1.556], [3.984, -1.772, -3.132], [4.657, -4.132, -3.061], [3.586, -5.686, -1.464], [1.829, -4.852, 0.070], [1.155, -2.488, 0.005], [1.940, 1.336, -4.084], [3.697, 2.703, -5.174], [5.970, 2.791, -4.207], [6.490, 1.505, -2.156], [4.747, 0.145, -1.077], [-2.332, -1.365, -0.101], [-3.327, 0.122, -0.177], [-2.262, 1.540, -0.219], [-3.942, 0.166, 0.713], [-3.914, 0.091, -1.086]], "nbo_charge": [0.720, -0.577, 1.415, -1.472, 1.414, -0.597, -0.320, -0.195, -0.216, -0.203, -0.203, -0.217, -0.320, -0.204, -0.214, -0.200, -0.202, -0.225, -0.317, -0.203, -0.216, -0.200, -0.202, -0.211, -0.417, -0.121, -0.229, -0.204, -0.202, -0.200, 0.221, 0.215, 0.213, 0.213, 0.241, 0.233, 0.214, 0.214, 0.214, 0.221, 0.223, 0.214, 0.213, 0.212, 0.218, 0.226, 0.215, 0.214, 0.214, 0.220, 0.035, -0.376, 0.045, 0.235, 0.235], "fmax_ev_per_a": 0.420, "gap_ev": [7.56, 7.75], "lumo_energy_ev": [0.2, 0.4], "total_energy_ev": -130239.7475, "s2": 0.92, "spin_multiplicity": 2}

---

{"formula": "C5H11NO", "method": "ωB97M-V/def2-TZVPD", "symbols": ["C", "C", "C", "N", "C", "C", "H", "H", "H", "H", "H", "H", "H", "H", "H", "O", "H", "H"], "xyz": [[-0.795, -2.028, 1.607], [-0.897, -1.817, 0.295], [-0.481, -0.592, -0.383], [-0.578, 0.590, 0.383], [0.149, -0.660, -1.569], [0.634, 0.600, -2.222], [-0.397, -1.346, 2.349], [-1.187, -2.881, 2.156], [-1.329, -2.594, -0.327], [0.099, 1.272, 0.076], [-0.676, 0.484, 1.371], [0.071, -1.476, -2.276], [0.460, 0.646, -3.291], [1.721, 0.762, -2.148], [0.157, 1.516, -1.861], [1.286, 2.323, 2.104], [0.362, 2.271, 2.369], [1.403, 2.929, 1.366]], "nbo_charge": [-0.397, -0.201, 0.141, -0.819, -0.272, -0.652, 0.180, 0.202, 0.214, 0.381, 0.379, 0.212, 0.219, 0.212, 0.198, -0.944, 0.472, 0.475], "fmax_ev_per_a": 1.856, "gap_ev": 8.60, "lumo_energy_ev": 0.7, "total_energy_ev": -8899.5052, "de_lowest_kcal_mol": 50.6, "spin_multiplicity": 1}